194
Properties=species:S:1:pos:R:3:forces:R:3 method="wB97M-V/def2-TZVPD" total_charge=+1 e_lumo_ev="-1.66 / -6.73" s2=0.754 homo_energy_ev="-10.60 / -10.60" energy_ev=-97010.854 spin_multiplicity=2 orbital_gap_ev="8.932 / 3.871"
H 5.082301 2.493824 5.799664 0.3 0.5 0.5
H 1.481681 2.569464 -6.422246 -0.2 -0.3 -0.1
H 5.032251 2.061754 4.317814 -0.2 -0.1 -0.7
H -5.175719 -6.102506 -0.610746 -0.2 -0.2 -0.3
H -2.320199 8.124424 -0.190066 -0.3 -0.4 0.4
H 2.546231 -5.933776 1.869474 -0.1 -0.3 -0.1
O 2.589431 -0.642926 5.082244 -0.8 1.5 2.0
H -5.919459 2.830654 2.003324 -0.6 -0.7 0.0
C 2.942121 1.976024 -4.313056 0.1 2.0 -0.9
H -0.165809 -3.824066 -4.136626 -0.1 0.0 0.2
H -2.987299 0.114514 4.496234 -0.7 0.2 0.0
H 1.086201 -5.175796 -0.692546 -0.3 0.0 -0.6
H -6.991009 -4.120706 -2.336446 -0.3 -0.4 0.5
H 3.331991 6.156374 -6.507966 -0.6 0.1 0.3
H 4.233971 5.203794 -7.499906 -0.3 -0.9 -0.7
H -0.428109 -4.647966 -6.705816 0.1 -0.8 0.8
C 2.794381 0.506114 -0.370426 0.7 0.3 -0.1
H -1.731479 -0.281736 0.785134 0.2 0.3 0.1
H -2.172299 -9.342566 2.397324 -0.5 0.5 -0.5
H 2.886971 -0.940016 -3.788016 0.6 0.3 0.9
H -1.490849 7.296854 -1.518476 0.0 -0.4 0.0
H 4.500791 -0.003166 5.317244 0.3 0.4 -0.2
O 2.712251 3.277914 -4.931866 -0.3 0.1 -1.0
H 2.953161 -0.581616 2.989364 0.0 1.1 0.1
C 1.201961 -2.131126 -3.916096 0.3 -2.4 3.4
H 8.169251 0.470434 0.486184 -0.1 -0.4 0.1
H -0.567879 -1.547696 0.943674 0.9 0.4 -0.7
H 3.436671 2.190084 -3.365586 0.0 -0.1 0.0
H 0.661531 -0.798866 5.456694 0.2 -0.2 -0.1
H -2.832319 1.854094 2.620984 -0.3 0.2 0.3
C -1.111749 -0.146866 4.814154 3.0 -0.8 2.4
H -2.793679 5.155314 -3.159686 -0.2 -0.1 0.1
H -4.063909 -3.139796 1.787104 0.0 -0.2 0.6
H -0.222529 0.956504 -0.948996 -1.2 0.6 0.9
H -1.956449 4.997504 -0.521986 -1.1 -0.4 -0.1
C -2.880729 2.568604 -2.100436 1.3 0.8 -0.4
C -3.325599 0.409304 -1.139316 -0.4 0.1 -0.4
C -2.487199 3.107094 -3.517796 -1.2 1.0 -0.6
H 2.145261 -1.918486 3.551364 -0.2 -0.3 0.7
H -1.123109 -0.845096 2.317854 0.1 0.6 0.4
H 8.143071 0.830284 -2.457836 0.1 -0.6 0.1
C -1.426249 7.564004 -0.463696 1.1 0.8 0.2
C -5.454869 -4.141346 -0.771946 0.2 0.2 -0.2
C -1.445079 2.218014 -4.206646 -0.4 0.4 0.5
H 1.991641 1.475964 -4.126966 0.0 -0.4 -0.2
N -2.305049 -0.536326 4.858234 -6.7 -1.2 -1.8
H 1.479711 -4.308636 -3.649156 0.1 -0.1 -0.2
H -2.213669 -4.070366 -1.168916 0.0 0.1 0.1
H -3.648559 -9.723326 3.378244 0.2 -0.1 -0.1
H 0.846021 2.159594 -0.220066 0.3 0.2 0.2
H 1.209271 4.604474 2.514984 -0.6 0.6 0.0
H -2.992659 5.730324 3.128554 0.1 -0.2 0.4
O -0.558879 -4.017656 -0.036896 2.7 0.9 0.1
H 3.534541 -4.679776 1.933834 -0.2 0.5 -0.1
H -4.736839 -6.597396 2.924254 -0.6 0.2 -0.6
H 7.270311 -0.453636 2.519064 0.0 0.5 0.2
O -4.532719 0.814174 3.937924 -0.7 -3.7 3.0
C 6.065261 2.212764 -1.708546 0.1 -0.4 0.9
C 0.897961 -3.627566 -4.270296 -0.6 1.5 -1.6
C 0.231031 -3.780386 -6.675156 -0.4 -1.2 0.7
H 1.462761 1.779614 4.112154 -0.3 -0.1 0.2
O -6.052109 -2.757456 1.286964 -0.3 -0.3 0.4
H -0.493509 -4.529656 4.035034 0.2 0.0 0.1
H -3.829719 -0.555576 -1.193956 -0.8 0.2 -1.4
H 2.729061 2.437094 6.087274 0.1 -0.4 0.3
H -2.063689 -9.290156 4.074044 -0.2 -0.5 0.3
H 2.784811 6.095744 -8.165356 0.7 0.3 -0.1
C -4.732329 1.630264 3.100234 -0.6 0.5 0.7
H -5.747179 -5.340226 -2.588086 0.1 0.0 0.2
H 3.261071 -2.477526 -4.328516 0.5 -0.5 0.4
H -4.154909 6.956594 2.954144 -0.2 0.2 -0.8
H 3.053091 1.559874 -0.474116 0.0 0.2 -0.2
H -3.934339 6.383634 0.358144 0.6 1.1 0.0
H -1.146809 2.602964 -5.181806 0.1 0.3 0.1
H -4.797549 -8.117206 2.325884 -0.1 0.0 0.1
C 0.553661 -4.862536 0.205434 1.6 -0.1 0.7
C -1.408519 -4.362196 3.466864 0.0 -1.1 0.1
C 2.276331 4.495944 0.971364 5.0 -3.5 1.4
N -5.721029 -5.392306 -0.143456 -0.5 -1.4 1.3
H 1.095921 0.547884 1.853524 0.8 -0.8 0.2
H 3.549681 -0.080866 -0.892996 -0.4 -0.1 -0.3
H 3.635971 1.467474 -4.982426 -0.2 -0.7 0.2
H 0.411381 5.145434 1.003334 0.0 0.5 0.6
H -3.858689 0.808054 -0.276236 1.0 0.4 0.8
H 3.133401 -2.689886 1.101914 0.1 -0.2 0.4
C -1.996559 5.456064 0.466044 0.5 -0.6 1.3
C -2.771419 -9.085226 3.270784 1.0 0.6 1.5
H -1.238719 -6.980186 4.020024 0.6 -0.4 -0.1
C 1.663061 -4.246996 1.121514 -1.8 0.2 1.7
H 6.234981 3.070154 -2.359836 -0.3 0.4 0.4
H -0.600189 8.261744 -0.326296 0.0 0.1 -0.3
C -0.817349 -0.553046 1.313194 -0.3 -0.5 0.6
H 0.180121 -5.755026 0.707474 0.1 -0.4 0.1
O -1.054419 6.483024 0.389984 -0.6 1.8 -0.4
H -2.416389 7.200314 2.519894 -0.3 0.4 -0.3
H -1.710939 -3.328956 3.637304 -0.8 -0.3 0.4
H 7.685461 2.698694 -0.326536 -0.3 0.2 0.1
H 1.058511 5.063084 -5.444036 -0.3 -0.1 0.1
H -1.194149 -5.454006 -1.453776 0.4 -0.1 0.2
H -1.618919 -6.620606 2.327274 -0.3 -0.1 -0.3
N -0.349849 1.709144 2.046504 1.5 -0.3 -0.6
N -2.070919 4.559304 -3.537166 0.8 -0.9 1.2
C -4.802209 -2.338246 1.810174 0.0 0.6 -1.4
H -2.039119 -5.256266 0.140404 -0.6 -0.8 -0.4
H 1.102241 -4.057626 2.036784 -0.2 -0.1 0.7
H -6.527929 1.359284 2.905224 -1.3 0.9 -0.5
H -5.919969 -2.011646 -0.627956 0.8 0.2 -0.1
H -0.541059 -3.018766 -6.566006 0.7 1.0 -0.3
H 3.530121 0.224104 6.734494 -0.4 -0.3 0.0
H 1.513511 -2.116226 1.101884 -0.2 0.1 -0.9
C 2.487841 2.138554 4.020004 -2.1 -1.0 -0.7
H 2.972171 0.302924 0.685604 -0.5 -0.3 0.3
H -2.313859 0.004094 -1.122236 0.5 0.9 0.7
H -5.380159 -5.486976 0.802564 -0.1 0.5 0.4
H 2.429551 3.185854 3.723604 0.5 -0.1 0.4
C -2.020229 -6.640156 3.340524 0.3 -1.2 1.4
C 0.546621 1.111884 -0.192446 -0.3 -1.4 -0.8
H -4.897889 -1.770346 2.735604 -0.4 -0.9 0.5
C 2.141831 -2.915926 0.709734 1.1 0.8 -0.8
H -1.804729 1.205604 -4.390476 -0.1 0.0 0.3
C 2.891701 -1.198166 3.886124 0.9 -1.0 -2.1
H 3.186261 2.522174 -6.795316 0.2 0.4 -0.5
C 2.024541 4.482094 -7.114556 2.8 -0.4 0.6
H -5.004359 4.997724 1.963484 -0.2 0.0 0.1
H 1.362981 4.707934 -0.718366 0.6 0.2 -0.7
C 7.353461 1.868154 -0.949496 -1.2 0.9 0.3
H -0.259509 1.449794 3.018454 -1.4 -0.1 2.1
O 6.124171 0.625724 1.050584 0.8 0.7 0.7
H -2.542499 -1.483076 4.598664 0.1 -0.1 0.6
N -3.776769 2.197624 2.520494 5.9 2.7 -3.7
H -5.503139 -3.621096 -2.891176 0.5 0.0 0.0
H 0.621911 -0.907046 -2.331036 0.0 0.5 -0.6
H 2.964481 -2.276936 -2.512506 -0.1 0.0 -0.3
H 3.099231 4.420304 -0.840486 -0.3 0.0 0.1
H -4.370729 -4.033416 -0.805066 0.3 0.9 0.0
H -0.600319 2.194994 -3.518216 0.4 -0.2 -0.3
C -1.523719 -4.759116 -0.681366 -1.9 0.0 0.0
H 2.350521 -2.985646 -0.357836 -0.5 0.9 -0.3
C -3.280139 6.538524 2.456044 1.4 -1.1 0.4
O 3.228021 4.002474 1.556854 1.3 0.5 1.4
C 6.272981 -0.407006 2.081724 0.1 0.2 -2.0
N -4.189229 -7.328536 2.493384 -0.4 1.1 -0.5
C -6.178059 -2.938636 -0.115906 0.4 0.0 -0.4
N 4.487961 2.585594 4.988224 0.7 -0.3 1.6
C -3.384099 5.817774 1.109914 -0.8 1.0 -1.4
H 0.847431 -1.510926 -4.739356 0.2 0.1 0.2
O 1.238491 -3.814746 -5.662696 0.2 -0.3 0.1
H -1.143749 -4.373096 2.409574 -0.1 -0.4 -0.2
N 0.958761 5.161184 -6.444296 -0.5 0.2 -0.4
H 5.827421 1.409964 -2.406436 -0.1 -0.4 0.2
H -1.931259 4.871624 -4.487456 0.1 -0.2 -0.1
N -4.330309 4.707044 1.269754 0.4 -1.1 0.2
H 8.608661 2.266734 -2.715476 -0.5 1.2 0.8
H 5.289351 2.308654 -0.949036 -0.5 0.5 -0.4
C 0.179651 0.642814 1.270824 -1.4 -0.1 -2.6
O -3.475519 1.331864 -2.222856 -1.0 -2.0 -0.6
O 1.470581 0.266104 -0.855416 1.4 0.4 1.6
H 0.137341 4.713234 -6.824696 -0.6 0.2 0.8
H 1.637631 4.211074 -8.096876 0.2 -0.4 0.0
H 2.866011 1.593894 3.154874 0.6 0.1 0.0
N 1.145331 4.670534 1.509174 -5.5 0.8 3.7
C 2.398931 3.157404 -6.389486 -0.5 -0.5 1.6
C -5.932949 -4.340866 -2.194546 -0.3 1.2 -1.2
H 6.140811 -1.366056 1.580874 -0.1 -0.3 0.0
O -2.371139 -5.386106 3.820134 -0.3 2.8 -0.6
H -0.528709 -2.037006 5.424094 -0.2 0.4 0.1
H -3.738689 -7.521606 4.438974 1.0 0.0 0.7
N 8.378481 1.663924 -1.938476 1.4 -2.6 -0.1
H -3.524319 3.261034 -1.557816 -0.3 0.4 0.0
N 2.255911 4.506694 -0.291436 -0.5 1.0 -6.8
C -3.187849 -7.617976 3.503354 -0.1 -1.0 -1.9
C 3.232011 1.878814 5.297674 1.4 -0.5 -1.5
N -5.891989 2.122454 2.722904 -3.0 -0.5 0.5
H 0.740791 -2.312436 -1.810386 0.3 -1.1 -0.4
H -4.839949 4.511124 0.420064 0.0 0.2 -0.2
H -1.965989 2.483374 -1.513846 0.4 0.1 0.2
H 5.471671 -0.330266 2.816654 0.2 0.5 -0.1
N -0.308889 -1.054586 5.342674 3.3 -1.5 0.2
C 3.514051 0.320054 5.648844 -0.7 0.9 -0.7
H 0.720911 -3.923636 -7.638276 0.2 1.1 0.1
H 6.849441 -0.197666 -0.605936 0.8 -0.5 -0.2
N 2.798321 -5.089056 1.376534 0.1 -1.5 -0.5
C 2.706991 -1.983696 -3.530256 -0.9 0.9 -2.8
H -3.982709 2.903904 1.828504 0.7 0.3 0.0
H -7.228819 -2.984686 -0.402066 -0.3 -0.6 0.8
H 0.011841 2.634664 1.865704 -0.1 1.0 -0.5
O -0.756559 0.991644 4.607974 1.1 3.0 -1.5
C 3.191311 5.487694 -7.357186 -0.5 0.5 0.5
C 7.184331 0.612774 0.041464 -0.5 0.1 -0.9
H -3.411519 3.182854 -4.090496 -0.3 -1.1 -0.1
H -1.388909 4.856964 1.144244 -1.0 -1.2 0.3
H -4.382299 -1.545836 1.190594 0.2 0.2 -0.7
N 0.437141 -1.846246 -2.653336 -1.1 0.9 -0.7
H 3.865691 -1.687486 3.890104 0.2 -0.4 0.2